Entry 1:
76
Properties=species:S:1:pos:R:3 method="wB97M-V/def2-TZVPD" e_tot_ha=-8517.14026 homo_ev=-1.12 charge=-2 de_lowest_kj_mol=157.0
Pd -0.6928 1.7790 1.2785
As -0.0870 0.0545 -2.3426
As -3.1772 1.9097 1.4748
S 7.3576 2.6424 0.6448
S 1.5561 3.4267 0.5625
S 5.3225 3.2085 2.7489
S 4.4223 2.8541 0.0906
S 2.7613 3.9923 3.9451
S -2.1247 3.7276 1.7575
Si 0.6583 -1.2971 3.2773
O -0.1841 -0.0574 2.7907
O -0.4806 1.5373 -1.8026
C -2.8423 -1.1215 -5.3235
C 2.7066 0.3461 -1.8333
C 4.0654 0.1800 -2.0553
C 1.7888 -0.2091 -2.7206
C 3.5898 -1.0908 -4.0476
C 5.7831 2.8949 1.1345
C -0.5661 0.4499 -5.1528
C 4.5053 -0.5346 -3.1621
C -2.1557 -1.0243 -4.1199
C 1.9346 -0.9162 4.6364
C -1.2735 -3.6941 -0.9230
C 3.1059 3.2728 1.2387
C -0.6839 -1.3797 -1.2038
C -2.3800 -0.4508 -6.4464
C -1.7616 -2.0936 0.8104
C 1.6784 -2.1464 1.9010
C -1.8323 -3.3857 0.3127
C 1.4204 2.7994 4.1453
C -3.2724 0.6045 2.9276
C 3.6022 3.4404 2.5048
C 2.2288 -0.9322 -3.8258
C -5.0705 2.5507 1.6322
C -1.2479 0.3499 -6.3553
C -3.5094 1.0852 -0.2885
C -0.6996 -2.6888 -1.6838
C -0.9955 -0.2654 -4.0362
C -0.4672 -2.6529 4.0469
C -1.1674 -1.0830 0.0646
H 1.8118 1.7869 4.1819
H 0.7126 2.8970 3.3321
H -0.2752 -2.9154 -2.6577
H -4.0546 -0.1340 2.7318
H 2.3406 0.9255 -0.9891
H 4.7796 0.6192 -1.3698
H -1.0183 -0.0891 0.5371
H -5.2288 3.2790 0.8357
H 2.6243 -2.5668 2.2616
H -2.2830 0.1515 3.0371
H -2.9022 -0.5479 -7.3908
H -1.2886 -4.7118 -1.2958
H -5.7833 1.7258 1.5203
H -0.7965 -3.3875 3.3031
H -2.1334 -1.8638 1.8001
H 0.3046 1.0891 -5.0645
H -5.2201 3.0424 2.5934
H -2.5190 -1.5451 -3.2413
H 1.4575 -0.4407 5.5005
H 0.0258 -3.2072 4.8549
H -0.9047 0.9064 -7.2191
H -3.7462 -1.7155 -5.3848
H -3.5895 0.0048 -0.1735
H -1.3637 -2.1825 4.4656
H 5.5679 -0.6535 -3.3390
H 1.5113 -1.3683 -4.5104
H 2.4389 -1.8240 4.9895
H 1.1202 -2.9459 1.4050
H 1.9187 -1.3976 1.1384
H -2.2928 -4.1693 0.9043
H 3.9350 -1.6449 -4.9126
H 0.9349 3.0443 5.0901
H -2.6652 1.3326 -0.9296
H -4.4306 1.4891 -0.7119
H -3.5109 1.1656 3.8319
H 2.7073 -0.2306 4.2725

Entry 2:
92
Properties=species:S:1:pos:R:3 method="wB97M-V/def2-TZVPD" e_tot_ha=-5849.88368 homo_ev=-9.25 charge=0
I 3.5739 3.2250 4.1556
Br 2.9044 -2.2207 -2.0355
Cl 2.2078 -4.5894 -4.9463
Cl 4.2796 -5.5698 -2.4238
O -2.1606 3.1884 3.8207
O -2.6183 1.0353 4.6261
O -5.4358 2.9697 -4.0187
O 0.1471 -1.5886 -0.8108
O -5.2170 -3.2902 -0.5337
O -4.8891 0.7954 -3.8762
O 5.1886 1.8034 -2.2568
O -0.0358 0.0236 3.6336
N -6.0016 0.3643 2.2396
N 5.0697 0.7293 -0.2110
C 2.7343 -6.2509 -4.5797
C 3.6629 1.0183 1.6865
C 0.1774 -0.6054 -0.1122
C -2.8362 -1.7531 -1.9851
C 2.9053 -6.4827 -3.1007
C -2.1789 -0.3476 -1.9293
C -1.0759 0.1058 0.2987
C 0.0564 0.3036 2.4601
C -2.1610 0.2791 -0.5613
C 3.7604 0.5934 0.3684
C -5.4064 1.4154 2.6039
C 2.7732 0.6816 6.2974
C 2.4892 0.9531 2.4186
C 1.3752 0.4068 1.7677
C 2.1820 1.6719 -3.2570
C 5.2207 1.8757 -1.0552
C -4.4295 1.2149 -1.0530
C -4.2728 -2.3868 0.0454
C -3.3065 1.5053 1.2101
C -2.9397 -2.5398 -0.6728
C 2.7565 -0.2806 -1.7627
C -1.1318 0.5818 1.6091
C 1.4560 -0.0285 0.4367
C 2.4344 1.4213 3.8566
C -4.8810 2.0951 -3.4214
C 1.6818 0.3509 -2.6621
C 2.6433 0.0787 -0.3039
C -4.1802 2.3231 -2.0996
C 5.4808 3.1784 -0.3453
C -2.2354 1.2764 2.0940
C 5.7130 -0.4952 -0.7141
C -4.5055 2.2730 1.7292
C 2.9027 0.3247 4.8070
C -3.2722 1.0040 -0.1007
B -2.3173 1.8381 3.5762
H -5.0944 2.6793 0.9098
H 5.4994 3.0393 0.7326
H 3.6622 -6.4306 -5.1162
H -2.6952 0.2894 -2.6443
H 2.4305 2.3726 -2.4569
H 5.0860 -1.3616 -0.5285
H 3.9271 0.0669 4.5363
H 1.3750 2.1314 -3.8279
H 1.4718 -0.3399 -3.4752
H -2.7790 1.5518 5.4241
H 1.4158 1.7120 4.0859
H 6.6739 -0.6365 -0.2206
H -4.1694 3.1383 2.2976
H 6.4565 3.5454 -0.6564
H -4.2065 0.6545 -4.5421
H -4.5673 3.2739 -1.7410
H 4.5554 1.4072 2.1551
H 3.7130 0.0755 -2.1287
H 1.9677 -6.9216 -4.9640
H 2.2898 1.6458 6.4324
H -2.2513 -2.3502 -2.6839
H 3.1069 -7.5377 -2.9227
H -4.6310 0.2749 -1.5636
H 3.0531 1.5233 -3.8893
H -3.8374 -1.6819 -2.4153
H -2.8641 -3.6001 -0.9183
H 5.8858 -0.4432 -1.7883
H 2.0145 -6.1963 -2.5476
H -2.1196 -2.3297 0.0096
H -1.1594 -0.4305 -2.2923
H -5.3472 1.4537 -0.5229
H -1.8182 3.6361 3.0410
H -5.8231 -3.5840 0.1492
H -5.5459 1.7595 3.6276
H 4.7081 3.9055 -0.5861
H -3.1077 2.4123 -2.2784
H 2.1943 -0.0843 6.8092
H -4.1427 -2.6278 1.1023
H -5.7723 0.1431 1.2676
H 3.7512 0.7113 6.7730
H 0.7822 0.5800 -2.1016
H -4.6509 -1.3646 -0.0410
H 2.2743 -0.5380 4.5874

Entry 3:
62
Properties=species:S:1:pos:R:3 method="wB97M-V/def2-TZVPD" e_tot_ha=-2290.63327 homo_ev=-7.61 charge=-1 de_lowest_kj_mol=0.0
Cl -0.3643 0.1972 -0.4154
O 1.1528 1.9460 -6.4345
O 0.7197 0.9870 0.1327
O 2.2781 3.8479 -6.8277
O 2.6054 3.1381 0.8185
O 3.3778 -2.9716 2.5310
O -0.2944 -2.2202 4.5800
O 2.6554 -0.9157 3.0831
O -0.3686 0.2803 -1.8538
O 4.4878 -1.1423 1.8479
O -0.4107 -0.9392 6.4205
O -3.1625 -3.3584 -1.6186
O -1.6188 0.7000 0.0966
O -4.1619 2.2155 0.1704
O -0.5280 -0.0223 4.3774
O -4.0481 -1.3697 0.3040
O 1.4367 3.4159 -4.7924
O -0.1770 -1.1746 -0.0070
C 4.3007 0.2641 1.9324
C -1.6710 -2.6872 2.6655
C 0.9453 0.0059 -4.9917
C -4.8706 1.7407 -0.9579
C 1.6748 3.1417 -6.0907
C -0.4165 -2.0208 3.1480
C 0.6257 2.3873 -4.2003
C 2.9994 0.4389 2.7382
C -0.4103 -1.0560 5.2350
C 3.1092 1.2644 3.9874
C 0.4203 1.3753 -5.3503
C 3.4898 -1.7900 2.4923
C -1.9379 -2.8397 -2.1353
C -0.4408 -0.4858 3.0393
H 0.2863 -0.4517 -4.2542
H -5.6971 2.4289 -1.1534
H 2.1091 2.3917 0.4587
H -1.2961 -0.1906 2.4305
H 1.0033 -0.6599 -5.8559
H -3.3161 1.7530 0.1848
H -5.3218 0.7593 -0.7784
H 0.4636 -2.4341 2.6621
H 2.2137 0.8303 2.0917
H 3.9232 0.9178 4.6266
H -3.2657 -0.8052 0.2874
H 1.1740 1.9531 -3.3701
H -0.3056 2.8371 -3.8713
H 5.1398 0.7232 2.4587
H -1.7289 -2.5978 1.5780
H -2.5649 -2.2162 3.0799
H -0.6458 1.3299 -5.5737
H 4.2224 0.6783 0.9309
H 3.3278 2.3005 3.7129
H 1.9567 0.0812 -4.5889
H 2.1707 1.2477 4.5399
H -1.0715 -3.2148 -1.5921
H -3.8687 -2.0600 -0.3506
H 0.4414 -0.1385 2.5121
H 2.1026 3.3959 1.5961
H -2.0108 -1.7611 -2.0533
H -3.1117 -4.3113 -1.5160
H -4.2268 1.7050 -1.8408
H -1.8023 -3.0968 -3.1936
H -1.6979 -3.7475 2.9173

Entry 4:
77
Properties=species:S:1:pos:R:3 method="wB97M-V/def2-TZVPD" s2=0.7573 e_tot_ha=-11705.29236 spin_multiplicity=2 homo_ev="-4.94 / -5.08" charge=-1 de_lowest_kj_mol=0.0
Te -2.0782 -1.2796 3.3487
Te 1.0154 -1.8346 -1.7961
Se -0.6398 0.6518 4.0306
Se -0.5997 -1.9500 1.4228
Se -0.9199 2.0255 2.1638
Ga -0.7102 0.2697 0.4744
S 2.4435 0.5170 1.6754
O -0.2831 0.3710 -3.4581
N 0.2590 0.2674 -1.2172
N 3.8897 2.6824 1.1991
N -2.5677 0.4354 -0.2184
N -4.2520 2.0402 -0.9150
N -4.7714 4.4305 -0.5915
N 2.5505 1.9375 -0.5416
C -2.1709 4.0219 -3.1613
C 2.7364 4.3823 -0.9245
C 3.4252 -0.2798 -5.0677
C -0.6517 3.0477 -1.0620
C 3.8678 -0.7627 -2.3306
C 2.6304 5.2086 -3.1886
C 1.7098 -4.7353 -2.6793
C -0.2598 0.8629 -2.3240
C 4.8655 -0.2235 -3.1484
C 2.4165 -0.8039 -4.2755
C 4.2048 -1.0446 -0.8851
C -4.4872 3.3126 -0.7159
C 2.9954 1.7765 0.7312
C -3.3502 1.2532 -0.5294
C 0.2021 -3.7018 -4.2839
C -0.7010 -2.5997 -4.7934
C 2.6268 -1.0368 -2.9165
C 2.5320 -4.7427 -1.4059
C 0.9821 -3.6152 -3.1229
C 0.9712 -7.2451 -5.4583
C 2.4996 3.9020 -3.6469
C 0.9632 -5.9864 -4.6270
C -2.0113 4.7866 -2.0131
C 4.6556 0.0212 -4.4957
C 2.7442 5.4389 -1.8264
C 2.6337 3.0735 -1.3917
C 1.6909 -5.8965 -3.4476
C -1.5847 2.7663 -3.2516
C -1.2390 4.3017 -0.9669
C -0.8400 2.2563 -2.1926
C 2.5079 2.8407 -2.7574
C 0.2230 -4.8851 -5.0207
H 5.8299 0.0027 -2.7047
H -0.4372 -2.3274 -5.8189
H 4.5935 -2.0623 -0.7766
H 1.8470 1.2481 -0.8031
H 1.4920 -8.0540 -4.9442
H -2.7648 4.3999 -3.9846
H -1.7367 -2.9468 -4.8101
H 2.7460 4.5821 0.1375
H 5.4474 0.4535 -5.0968
H -1.7061 2.1516 -4.1328
H 4.2940 2.4679 2.0926
H 3.3344 -4.0022 -1.4414
H 3.2439 -0.0954 -6.1203
H 4.3898 3.2851 0.5681
H 1.9290 -4.5117 -0.5264
H 4.9763 -0.3601 -0.5307
H -0.6700 -1.6999 -4.1901
H -0.0298 2.6964 -0.2469
H 1.4729 -7.0798 -6.4149
H -0.3739 -4.9426 -5.9285
H 3.3516 -0.9439 -0.2176
H -1.1042 4.8917 -0.0690
H 2.9862 -5.7230 -1.2564
H -2.4981 5.7498 -1.9251
H 2.6203 6.0381 -3.8849
H 1.4511 -1.0137 -4.7109
H 2.3889 1.8229 -3.1108
H 2.2605 -6.7581 -3.1086
H 2.8087 6.4534 -1.4512
H 2.3820 3.7032 -4.7059
H -0.0444 -7.5813 -5.6770

Entry 5:
45
Properties=species:S:1:pos:R:3 method="wB97M-V/def2-TZVPD" s2=2.0328 e_tot_ha=-1244.24463 spin_multiplicity=3 homo_ev="-7.93 / -8.34" charge=0 de_lowest_kj_mol=182.0
Au 0.1184 0.2910 -0.5837
O 0.0121 -1.3139 3.5307
O 0.7082 2.2506 -1.0583
O 0.6862 -1.2831 0.9074
N 2.4192 0.3435 -0.2923
N 2.7606 -0.3331 0.7655
C 1.2613 -1.7911 3.7006
C 1.9857 3.6894 -4.0813
C 3.5209 -2.0647 2.9058
C 1.5053 2.4525 -2.0504
C 2.9250 -2.8505 5.0848
C 1.6332 -2.4023 4.8945
C -2.9264 -0.3850 -0.8969
C 3.8775 -2.6718 4.0937
C -1.7284 -0.2826 -0.8767
C 1.1469 3.3938 -3.0387
C -4.7548 0.4723 0.3820
C 3.2218 3.0551 -4.1911
C -4.3868 -0.3165 -0.8808
C -4.8559 0.4367 -2.1301
C 2.7612 1.7849 -2.1805
C 1.8310 -1.0661 1.3763
C 2.2158 -1.6381 2.6801
C -5.0030 -1.7174 -0.8333
C 3.1719 0.8049 -1.2256
C 3.5966 2.1224 -3.2523
H -4.6691 -2.2506 0.0536
H -0.5168 -1.5090 4.3154
H -4.7232 -2.2943 -1.7119
H -4.3650 -0.0300 1.2651
H 4.8891 -3.0200 4.2373
H 4.2457 -1.9216 2.1208
H 3.1893 -3.3410 6.0089
H -4.5333 -0.0802 -3.0319
H 4.1996 0.4475 -1.3039
H 0.1893 3.8790 -2.9300
H 1.6823 4.4173 -4.8198
H 0.8914 -2.5337 5.6729
H -5.9422 0.5163 -2.1385
H 3.8762 3.2910 -5.0160
H -4.4298 1.4380 -2.1388
H 4.5515 1.6250 -3.3354
H -4.3149 1.4667 0.3369
H -6.0893 -1.6435 -0.8012
H -5.8360 0.5610 0.4670

Entry 6:
78
Properties=species:S:1:pos:R:3 method="wB97M-V/def2-TZVPD" s2=0.7714 e_tot_ha=-3378.82658 spin_multiplicity=2 homo_ev="-0.64 / -2.33" charge=-2 de_lowest_kj_mol=0.0
Sr 0.0339 -0.4048 0.4328
S -3.5527 0.0723 -0.4310
S -1.6674 -2.5262 1.7630
S -1.4770 -1.4135 -2.0285
F -1.8976 6.1991 -0.9133
F -2.3567 3.4640 2.8938
F -0.4753 4.3917 -2.1262
F -0.9088 1.5778 1.7331
O 5.7735 -1.3693 5.0522
O 5.2990 -5.6342 0.1942
N 1.5053 -2.3846 0.3807
N -0.0169 1.7325 -0.7870
N -6.7396 -5.5181 -2.3245
N 1.9763 -0.2145 1.9579
N 2.5932 0.4720 -1.6764
N -5.3002 -7.3981 1.0477
C 3.0610 -4.6974 0.5123
C 0.4738 1.6936 -2.1588
C -1.1698 2.7235 1.0254
C -4.3276 -3.2316 -1.2261
C 2.2577 0.8796 2.6738
C -3.3975 -4.4860 1.0368
C -5.9111 -5.0503 -1.6753
C 3.7878 -1.3239 3.1346
C 5.1238 -0.1122 4.8819
C 3.9355 -5.9217 0.5344
C -4.8981 -6.3775 0.7002
C 3.2588 0.9688 3.6119
C -2.8108 -1.3029 -0.9635
C -1.6876 5.0352 -0.2503
C 2.4279 -0.6868 -2.5547
C 4.0400 -0.1940 3.8496
C 1.2526 -3.4337 -0.4054
C 3.9814 0.7274 -1.3081
C -3.3330 -2.6263 -0.4752
C -2.8452 -3.2285 0.7098
C -2.2092 4.8952 1.0208
C 4.7311 -0.4920 -0.8036
C -4.3817 -5.0926 0.2809
C -1.9138 3.6897 1.6389
C 2.5198 -2.4718 1.3057
C -4.8718 -4.4607 -0.8729
C 3.1787 -0.6390 -3.8875
C -0.6632 2.7910 -0.3114
C 1.9905 -4.6013 -0.3988
C 3.3157 -3.6483 1.3554
C -0.9520 4.0653 -0.8922
C 1.9923 1.6960 -2.2101
C 2.7592 -1.3402 2.1455
H 5.6948 -0.1841 -0.3915
H -4.6890 -2.7295 -2.1150
H 2.8523 0.1908 -4.5171
H 0.1091 2.5062 -2.7821
H 2.9945 -1.5637 -4.4394
H -2.8031 5.6607 1.4947
H 0.0942 0.7777 -2.6209
H 4.3787 -2.2062 3.3270
H 4.1403 -3.7238 2.0524
H 2.7286 -1.5761 -1.9994
H 4.5360 1.1724 -2.1557
H 0.4095 -3.3191 -1.0820
H 3.9638 -6.3642 1.5315
H 5.2790 -4.8649 -0.3845
H 4.1706 -0.9911 -0.0148
H 1.7385 -5.4157 -1.0658
H 3.4227 1.8899 4.1576
H 5.8511 0.6486 4.5705
H 6.4109 -1.2766 5.7629
H 4.6849 0.2252 5.8289
H 2.3560 2.5280 -1.6017
H 1.6234 1.7422 2.4810
H 4.9252 -1.2170 -1.5978
H 1.3609 -0.8148 -2.7480
H 4.2584 -0.5470 -3.7437
H -3.0308 -4.9805 1.9265
H 3.5277 -6.6684 -0.1532
H 3.9641 1.4866 -0.5226
H 2.3313 1.8904 -3.2428